DFT (wB97M-V/def2-TZVPD) results for one molecule with the formula C5H7N.

CARTESIAN COORDINATES (ANGSTROEM)
C -1.15745 0.61738 0.24019
C -0.83066 -0.54503 1.13857
C -0.34486 0.47312 -1.07058
N 0.71034 -0.51457 -0.80235
C 1.42478 -0.21997 0.40151
C 0.26156 -1.19379 0.45347
H -1.00485 1.54965 0.80281
H -2.23785 0.59342 0.05301
H -0.97524 0.04826 -1.85783
H 0.08552 1.40650 -1.44459
H 1.32473 0.75105 0.88745
H 2.40994 -0.67155 0.49164
H 0.50616 -2.24377 0.57281

As for the HOMO energy: -8.60 eV. As for the HOMO-LUMO gap: 8.8 eV. The lowest unoccupied orbital energy is 0.23 eV. As for the relative energy (zero: lowest compared OMol25 entry of this formula, charge and spin): 420.1 kJ/mol. The calculation puts the total energy at -249.31322 Ha. The value obtained for the molecular weight is 81.12 g mol⁻¹.

Computed Löwdin charges, given in elementary charges:
1 C -0.23
2 C 0.08
3 C -0.19
4 N -0.06
5 C -0.10
6 C -0.30
7 H 0.11
8 H 0.11
9 H 0.11
10 H 0.11
11 H 0.12
12 H 0.11
13 H 0.12